{
  "formula": "C5H7FSi",
  "method": "ωB97M-V/def2-TZVPD",
  "e_homo_ev": [-8.43, -8.43],
  "lumo_energy_ev": [0.01, 0.01],
  "orbital_gap_ev": [8.44, 8.44],
  "smiles": "C#C[Si](=C)F.C=C",
  "molar_mass_g_mol": 114.19,
  "relative_energy_kj_mol": 279.9,
  "symbols": ["C", "C", "Si", "C", "F", "H", "H", "H", "C", "C", "H", "H", "H", "H"],
  "positions_angstrom": [[-0.4191, 1.4410, 0.1251], [-1.5342, 0.9588, 0.1086], [-2.9382, -0.1762, 0.0569], [-4.3849, -0.6582, 0.9704], [-2.6449, -1.1154, -1.2807], [0.4971, 1.9454, 0.2263], [-4.9071, -0.0887, 1.7530], [-4.6502, -1.6785, 0.6776], [3.2400, -0.2925, 0.2214], [2.2012, -0.3234, 1.1186], [3.6792, -1.1736, -0.1149], [3.7825, 0.6404, 0.0137], [1.7317, -1.1329, 1.5926], [1.6978, 0.5064, 1.4643]],
  "forces_ev_per_a": [[-1.798, -0.361, 0.154], [0.706, 0.154, 0.115], [-1.757, -1.855, -0.378], [2.308, 1.034, -1.058], [-0.180, 0.957, 1.530], [0.557, 0.217, -0.145], [0.476, -0.561, -0.460], [-0.399, 0.479, 0.162], [-2.084, 1.366, 2.867], [2.658, -0.181, -2.390], [0.677, -1.410, -0.539], [-0.683, -0.331, -0.269], [-0.141, -1.850, -0.179], [-0.340, 2.343, 0.590]],
  "lowdin_charge": [0.055, -0.196, 0.604, -0.207, -0.214, 0.026, -0.031, -0.036, -0.030, -0.056, 0.014, 0.053, 0.033, -0.015]
}

{
  "formula": "C5H7I",
  "method": "ωB97M-V/def2-TZVPD",
  "e_homo_ev": -9.46,
  "lumo_energy_ev": 0.30,
  "orbital_gap_ev": 9.76,
  "smiles": "C#CC(C)(C)I",
  "molar_mass_g_mol": 194.02,
  "relative_energy_kj_mol": 126.1,
  "symbols": ["C", "C", "C", "C", "C", "I", "H", "H", "H", "H", "H", "H", "H"],
  "positions_angstrom": [[2.8105, -0.2912, 0.1294], [1.6811, -0.4448, 0.4684], [0.1214, -0.3284, 0.6320], [-0.4148, -0.9551, -0.6800], [-0.1947, 1.1551, 0.6714], [-0.3135, -1.2087, 2.6048], [3.9198, -0.3144, 0.1780], [-0.7847, -2.0452, -0.4522], [-1.1917, -0.3067, -1.1049], [0.3950, -1.0911, -1.3591], [0.5299, 1.4512, -0.1539], [-1.2597, 1.2603, 0.4255], [0.1693, 1.5830, 1.6757]],
  "forces_ev_per_a": [[3.300, -0.347, 0.499], [-3.901, 0.379, 0.817], [3.223, -0.586, -0.473], [-1.531, -2.353, 1.789], [1.797, -0.020, 0.356], [-0.203, -0.082, -0.800], [-1.568, 0.173, -0.484], [0.290, 2.142, -0.609], [0.035, -0.519, 0.085], [0.471, 0.179, -0.590], [-1.429, 0.739, 0.832], [0.421, 0.578, 0.316], [-0.904, -0.283, -1.738]],
  "lowdin_charge": [0.085, -0.226, -0.928, -0.108, -0.170, 0.774, 0.056, 0.109, 0.077, 0.057, 0.104, 0.079, 0.091]
}

{
  "formula": "C5H7I",
  "method": "ωB97M-V/def2-TZVPD",
  "e_homo_ev": [-6.20, -9.61],
  "s_squared": 2.0133,
  "lumo_energy_ev": [0.79, -3.24],
  "orbital_gap_ev": [7.00, 6.37],
  "multiplicity": 3,
  "molar_mass_g_mol": 194.02,
  "relative_energy_kj_mol": 87.8,
  "symbols": ["C", "C", "C", "C", "C", "I", "H", "H", "H", "H", "H", "H", "H"],
  "positions_angstrom": [[0.0792, -2.7246, 0.0390], [0.4188, -1.5648, -0.0116], [0.0405, 0.4091, 1.2811], [0.0260, 0.5500, -1.3218], [0.5462, -0.0836, -0.0468], [2.9853, 0.0465, 0.0124], [-0.2759, -3.6974, -0.0712], [0.6277, 0.4008, 2.1586], [-0.1486, 1.4352, 1.0733], [-0.8675, -0.0488, 1.4182], [0.0419, 1.5537, -1.0398], [0.5589, 0.2620, -2.1498], [-0.8949, 0.1020, -1.3549]],
  "forces_ev_per_a": [[0.517, 0.888, -0.247], [0.162, 1.734, -0.507], [0.798, 1.823, -2.040], [1.104, -0.763, 3.372], [-1.397, -3.710, 0.726], [2.449, -0.029, 0.018], [-0.159, -0.962, 0.131], [1.066, -0.622, 0.709], [-0.438, 1.277, 0.323], [-2.324, -1.053, 0.882], [-0.363, 1.984, -0.640], [1.497, -0.273, -2.001], [-2.912, -0.294, -0.728]],
  "mulliken_spin": [0.210, -0.072, -0.017, -0.018, 0.646, 1.219, -0.004, -0.001, 0.002, 0.014, 0.001, 0.003, 0.016]
}

{
  "formula": "C5H7LiO3Yb",
  "method": "ωB97M-V/def2-TZVPD",
  "total_charge": 3,
  "e_homo_ev": [-18.88, -22.60],
  "s_squared": 0.7537,
  "lumo_energy_ev": [-12.78, -12.79],
  "orbital_gap_ev": [6.10, 9.81],
  "multiplicity": 2,
  "molar_mass_g_mol": 295.09,
  "relative_energy_kj_mol": 0.0,
  "symbols": ["C", "C", "H", "H", "H", "O", "Li", "O", "C", "O", "C", "C", "H", "H", "H", "H", "Yb"],
  "positions_angstrom": [[1.8327, 0.0556, -1.8362], [2.8384, -0.7647, -1.5987], [1.7841, 0.9195, -2.4974], [3.7980, -0.5919, -2.0848], [2.7245, -1.5359, -0.8027], [0.5493, -0.2044, -1.1972], [2.8367, 1.6345, 0.3493], [1.0940, 0.8630, 0.7306], [0.3016, 0.3261, 0.0103], [-0.9478, -0.0206, 0.2843], [-1.5240, 0.2285, 1.5500], [-2.9677, -0.0312, 1.6328], [-0.9397, 0.9159, 2.1571], [-3.5374, 0.9005, 1.8026], [-3.1501, -0.7054, 2.4772], [-3.3519, -0.5029, 0.7153], [-1.3407, -1.4865, -1.6923]],
  "forces_ev_per_a": [[0.348, 0.234, -0.206], [-0.249, -0.036, 1.032], [-0.069, -0.277, 0.003], [-0.149, -0.240, 0.025], [0.345, 0.328, -0.927], [0.449, -0.105, -1.020], [0.242, 0.199, 0.359], [-0.147, 0.310, -0.539], [0.273, -0.150, 1.299], [-0.001, -0.173, -0.777], [-0.126, 0.579, 0.807], [0.008, 0.086, 0.022], [-0.161, -0.243, -0.083], [0.141, -0.330, -0.020], [-0.231, 0.084, -0.055], [-0.022, 0.033, 0.197], [-0.652, -0.299, -0.117]],
  "mulliken_spin": [-0.002, 0.000, 0.001, 0.000, 0.000, 0.012, 0.000, 0.025, 0.030, 0.018, 0.813, -0.014, 0.021, 0.050, 0.046, -0.001, 0.002]
}

{
  "formula": "C5H7MnO4",
  "method": "ωB97M-V/def2-TZVPD",
  "e_homo_ev": [-6.37, -6.36],
  "s_squared": 12.1382,
  "lumo_energy_ev": [-2.39, -2.26],
  "orbital_gap_ev": [3.98, 4.10],
  "multiplicity": 7,
  "molar_mass_g_mol": 186.04,
  "relative_energy_kj_mol": 918.4,
  "symbols": ["O", "C", "O", "O", "Mn", "C", "C", "H", "H", "O", "C", "C", "H", "H", "H", "H", "H"],
  "positions_angstrom": [[3.5715, 0.1976, 1.1346], [2.8278, -0.5805, 0.4845], [1.7055, 0.2320, 0.0088], [2.8862, -1.7399, 0.1726], [2.6386, 1.9745, 0.9334], [0.0823, 0.0668, -1.6526], [0.6043, -0.3854, -0.4378], [0.6548, 0.8480, -2.1662], [-0.6056, -0.5912, -2.1881], [-3.0267, -0.1232, 0.9733], [-1.8091, -0.5205, 0.3743], [-0.9437, 0.6557, -0.0911], [-3.2874, -0.7717, 1.6317], [-2.0592, -1.1981, -0.4600], [-1.2494, -1.1118, 1.1193], [-0.4753, 1.6323, -0.3212], [-1.5146, 1.4155, 0.4845]],
  "forces_ev_per_a": [[0.644, 0.566, 0.488], [0.200, -1.682, -0.569], [0.309, -0.296, -0.221], [-0.143, 1.035, 0.364], [-0.310, 0.100, -0.082], [-1.364, 0.144, -0.275], [-1.131, 1.326, 1.657], [-0.398, -0.151, -0.155], [0.229, 0.458, -0.134], [-0.309, 0.879, -0.171], [-0.256, -1.777, -0.115], [1.515, -2.294, -0.653], [0.146, -0.037, -0.044], [0.335, 0.144, -0.001], [-0.116, 0.261, -0.329], [1.154, 0.847, -0.636], [-0.507, 0.479, 0.875]],
  "mulliken_spin": [0.038, -0.079, 0.056, 0.018, 4.818, 0.093, 0.604, 0.019, 0.016, -0.004, 0.051, 0.113, -0.002, 0.011, -0.007, 0.135, 0.119]
}

{
  "formula": "C5H7N",
  "method": "ωB97M-V/def2-TZVPD",
  "e_homo_ev": -8.96,
  "lumo_energy_ev": 0.93,
  "orbital_gap_ev": 9.89,
  "smiles": "CC=C=N.C#C",
  "molar_mass_g_mol": 81.12,
  "relative_energy_kj_mol": 342.9,
  "symbols": ["C", "C", "C", "N", "H", "H", "H", "H", "H", "C", "C", "H", "H"],
  "positions_angstrom": [[2.4491, 0.5183, -0.2452], [1.1389, 0.1805, 0.4223], [0.4399, -0.8905, 0.1410], [-0.2642, -1.8485, -0.1900], [3.2997, 0.1804, 0.3587], [2.5273, 0.0516, -1.2310], [2.5452, 1.6002, -0.3748], [0.7558, 0.8256, 1.2085], [-0.0516, -2.7079, 0.3178], [-3.5236, 1.0276, -0.0011], [-2.9136, 0.0094, -0.1982], [-4.0629, 1.9334, 0.1676], [-2.3398, -0.8802, -0.3755]],
  "forces_ev_per_a": [[0.101, 0.021, -0.061], [-0.166, -0.193, -0.033], [-0.105, -0.204, -0.023], [0.391, 0.414, 0.191], [-0.117, 0.078, -0.086], [-0.011, 0.047, 0.150], [-0.042, -0.155, -0.004], [0.022, -0.128, -0.076], [-0.015, 0.053, -0.035], [0.254, -0.431, -0.085], [-0.257, 0.455, 0.061], [0.074, -0.158, -0.020], [-0.129, 0.202, 0.022]],
  "lowdin_charge": [-0.111, -0.159, -0.204, 0.117, 0.070, 0.075, 0.069, 0.104, 0.076, -0.013, -0.018, 0.009, -0.017]
}

{
  "formula": "C5H7N",
  "method": "ωB97M-V/def2-TZVPD",
  "e_homo_ev": -9.27,
  "lumo_energy_ev": 1.16,
  "orbital_gap_ev": 10.42,
  "smiles": "C1[C@H]2[C@@H]1N1C[C@@H]21",
  "molar_mass_g_mol": 81.12,
  "relative_energy_kj_mol": 510.0,
  "symbols": ["C", "C", "C", "N", "C", "C", "H", "H", "H", "H", "H", "H", "H"],
  "positions_angstrom": [[0.1859, -1.3753, -0.1466], [-0.1309, -0.0841, -0.9650], [-1.0507, -0.6455, 0.0737], [-0.7219, 0.4891, 1.0040], [0.8893, 1.0268, 0.8073], [-0.1845, 1.2193, -0.1293], [0.8534, -1.4521, 0.7106], [0.1175, -2.2696, -0.7570], [-0.0851, -0.1421, -2.0401], [-2.0743, -0.9700, -0.0912], [1.7832, 0.6581, 0.2820], [1.0904, 1.4380, 1.7770], [-0.6724, 2.1075, -0.5253]],
  "forces_ev_per_a": [[0.192, -0.134, -0.157], [-0.144, 0.118, -0.608], [-0.018, -0.285, -0.032], [0.598, -0.051, 0.026], [-0.153, -0.256, 0.497], [0.292, 0.340, -0.450], [0.093, 0.111, -0.435], [0.072, 0.134, -0.142], [-0.438, -0.109, -0.107], [0.153, 0.042, 0.539], [-0.508, -0.926, 0.897], [-0.313, 0.990, -0.036], [0.175, 0.024, 0.009]],
  "lowdin_charge": [-0.084, -0.153, -0.264, 0.064, -0.024, -0.329, 0.104, 0.103, 0.116, 0.140, 0.109, 0.082, 0.135]
}

{
  "formula": "C5H7N",
  "method": "ωB97M-V/def2-TZVPD",
  "e_homo_ev": -11.01,
  "lumo_energy_ev": 0.96,
  "orbital_gap_ev": 11.98,
  "smiles": "N#CCC1CC1",
  "molar_mass_g_mol": 81.12,
  "relative_energy_kj_mol": 116.8,
  "symbols": ["N", "C", "C", "C", "C", "C", "H", "H", "H", "H", "H", "H", "H"],
  "positions_angstrom": [[-2.0060, 1.8799, -1.3350], [-1.1237, 1.1348, -1.3977], [-0.0377, 0.1525, -1.3130], [-0.1722, -0.5438, 0.0242], [-0.0622, 0.2467, 1.2902], [1.0086, -0.7933, 0.8971], [0.9281, 0.6654, -1.3970], [-0.1043, -0.5550, -2.1462], [-0.9315, -1.3190, 0.0522], [-0.8516, 0.0779, 2.0276], [0.1954, 1.3084, 1.2659], [1.9724, -0.4513, 0.5089], [1.0964, -1.7680, 1.3766]],
  "forces_ev_per_a": [[0.845, -0.656, -0.203], [-0.815, 0.715, -0.054], [0.006, 0.042, -0.041], [-0.182, -0.103, -0.083], [0.222, -0.123, 0.093], [-0.010, 0.054, 0.161], [-0.198, -0.008, 0.049], [-0.009, 0.132, 0.102], [-0.022, 0.125, -0.111], [0.625, -0.376, -0.021], [0.138, -0.391, -0.340], [-0.365, 0.222, 0.326], [-0.234, 0.366, 0.122]],
  "lowdin_charge": [0.142, -0.229, -0.150, -0.347, -0.103, -0.105, 0.125, 0.121, 0.140, 0.103, 0.105, 0.101, 0.096]
}

{
  "formula": "C5H7N",
  "method": "ωB97M-V/def2-TZVPD",
  "e_homo_ev": -9.88,
  "lumo_energy_ev": 1.20,
  "orbital_gap_ev": 11.08,
  "smiles": "C=CC[C@@H]1C=N1",
  "molar_mass_g_mol": 81.12,
  "relative_energy_kj_mol": 267.1,
  "symbols": ["C", "C", "C", "C", "C", "N", "H", "H", "H", "H", "H", "H", "H"],
  "positions_angstrom": [[1.4368, -0.6996, -1.1304], [0.7431, 0.3677, -0.7478], [0.4493, 0.6891, 0.6908], [-0.9881, 0.2958, 1.0117], [-1.7314, -0.6245, 0.1782], [-2.0343, 0.5703, -0.0602], [1.5450, -0.9536, -2.1807], [1.9177, -1.3450, -0.3963], [0.2435, 0.9842, -1.4957], [1.1395, 0.1366, 1.3437], [0.5802, 1.7617, 0.8941], [-1.3205, 0.4436, 2.0437], [-1.9807, -1.6263, -0.1512]],
  "forces_ev_per_a": [[-0.008, 0.229, 0.016], [0.073, -0.226, -0.071], [-0.043, -0.045, -0.003], [0.107, 0.089, 0.254], [-0.150, 0.371, -0.090], [-0.113, -0.601, 0.202], [0.074, 0.023, 0.143], [-0.080, 0.054, -0.156], [0.168, -0.079, 0.122], [-0.152, 0.113, -0.092], [-0.011, -0.204, -0.034], [0.136, 0.105, -0.253], [-0.001, 0.171, -0.037]],
  "lowdin_charge": [-0.001, -0.211, -0.190, -0.283, -0.123, 0.146, 0.053, 0.060, 0.103, 0.109, 0.111, 0.115, 0.112]
}

{
  "formula": "C5H7N",
  "method": "ωB97M-V/def2-TZVPD",
  "e_homo_ev": [-6.28, -6.27],
  "lumo_energy_ev": [0.00, 0.00],
  "orbital_gap_ev": [6.28, 6.27],
  "molar_mass_g_mol": 81.12,
  "relative_energy_kj_mol": 544.5,
  "symbols": ["C", "C", "C", "C", "N", "C", "H", "H", "H", "H", "H", "H", "H"],
  "positions_angstrom": [[-0.7424, 1.1405, -0.3116], [-1.2136, -0.2363, 0.0481], [0.6874, -0.8347, 0.3307], [1.3694, 0.2888, -0.2864], [0.5900, 1.4065, 0.0387], [-0.5067, -0.9035, 1.0211], [-1.4236, 1.7703, 0.2983], [-0.9851, 1.3649, -1.3703], [-2.0907, -0.7156, -0.3881], [1.1596, -1.7991, 0.2750], [2.3555, 0.3154, 0.2223], [1.6132, 0.0661, -1.3635], [-0.8042, -1.8403, 1.4810]],
  "forces_ev_per_a": [[0.402, 0.347, -0.535], [-0.644, 0.686, 0.709], [1.026, -1.772, 0.536], [-0.575, 0.423, 0.387], [-0.134, 1.313, 0.238], [0.111, -0.462, -1.046], [-0.059, -0.102, -0.222], [-0.312, -0.197, -0.161], [-0.053, 0.300, 0.076], [0.610, -0.666, 0.024], [-0.152, -0.028, -0.155], [-0.127, -0.085, 0.038], [-0.094, 0.243, 0.111]],
  "lowdin_charge": [-0.352, 0.002, -0.033, -0.346, -0.128, -0.013, 0.138, 0.110, 0.130, 0.118, 0.134, 0.121, 0.117]
}

{
  "formula": "C5H7N",
  "method": "ωB97M-V/def2-TZVPD",
  "e_homo_ev": [-8.69, -8.52],
  "lumo_energy_ev": [-0.66, -0.52],
  "orbital_gap_ev": [8.03, 8.00],
  "molar_mass_g_mol": 81.12,
  "relative_energy_kj_mol": 576.9,
  "symbols": ["N", "C", "C", "C", "C", "C", "H", "H", "H", "H", "H", "H", "H"],
  "positions_angstrom": [[-2.8004, 0.1024, 0.5825], [-1.8570, 0.1458, -0.0908], [-0.7301, 0.1819, -1.0451], [0.4992, -0.5247, -0.5258], [-0.1794, 0.0852, 1.7578], [1.7411, -0.0490, -0.6491], [-0.4996, 1.2249, -1.2937], [-1.0547, -0.3036, -1.9745], [0.3278, -1.5355, -0.1652], [-0.0491, -0.6820, 2.5496], [0.0686, 1.0469, 2.2525], [1.9290, 0.9536, -1.0268], [2.6045, -0.6460, -0.3715]],
  "forces_ev_per_a": [[0.751, 0.080, -0.834], [-0.873, -0.072, 0.424], [0.006, 0.056, -0.055], [0.121, -0.060, -0.023], [0.193, 0.104, 0.714], [-0.074, -0.022, -0.027], [-0.073, -0.165, 0.118], [-0.032, 0.080, 0.146], [0.102, 0.090, -0.108], [0.023, 0.049, -0.196], [0.035, -0.086, -0.192], [-0.036, -0.134, 0.053], [-0.142, 0.080, -0.020]],
  "lowdin_charge": [0.132, -0.292, -0.195, -0.277, 0.199, -0.003, 0.123, 0.123, 0.106, -0.018, -0.016, 0.062, 0.057]
}

{
  "formula": "C5H7N",
  "method": "ωB97M-V/def2-TZVPD",
  "e_homo_ev": -8.16,
  "lumo_energy_ev": 1.12,
  "orbital_gap_ev": 9.28,
  "smiles": "C1=C[C@H]2N[C@H]2C1",
  "molar_mass_g_mol": 81.12,
  "relative_energy_kj_mol": 342.5,
  "symbols": ["C", "C", "C", "N", "C", "C", "H", "H", "H", "H", "H", "H", "H"],
  "positions_angstrom": [[-0.9864, 0.0117, -0.9126], [-1.3321, -0.2603, 0.3770], [-0.2615, -0.3055, 1.3321], [1.0126, -0.7922, 0.8994], [1.0825, 0.4562, 0.2496], [0.3728, 0.5621, -1.0491], [-1.6958, 0.0415, -1.7325], [-2.3701, -0.3094, 0.7024], [-0.4625, -0.3017, 2.4095], [0.9414, -1.6012, 0.2889], [1.9382, 1.1184, 0.4237], [0.4790, 1.4521, -1.6825], [1.2818, -0.0717, -1.3060]],
  "forces_ev_per_a": [[-0.159, -0.047, 0.171], [0.057, 0.194, -0.516], [0.620, 1.136, -0.117], [0.304, -0.596, -0.043], [-1.071, 0.733, 1.790], [1.017, -0.652, -0.067], [0.118, -0.050, 0.111], [0.206, -0.273, -0.114], [0.279, 0.310, -0.440], [-0.007, -0.112, -0.273], [-0.391, -0.220, 0.488], [-0.086, -0.066, 0.551], [-0.889, -0.357, -1.542]],
  "lowdin_charge": [-0.102, -0.107, -0.156, -0.056, -0.183, -0.198, 0.092, 0.102, 0.108, 0.109, 0.123, 0.121, 0.147]
}